Record 1
A structure of composition C49H36N6O7P2V, computed with ωB97M-V/def2-TZVPD.

charge	-2
DFT total energy	-4371.1081	a.u.
energy above the lowest of the compared OMol25 structures with the same formula, charge and spin	526.1	kJ/mol
⟨S²⟩	3.89
multiplicity	4
gap between HOMO and LUMO (alpha / beta)	4.93 / 4.46	eV

Each line ends with the Mulliken spin population.
Cartesian coordinates (Å):
V 0.9922 0.2419 -0.2097  1.996
C 7.9305 4.2193 -0.3154  -0.004
C 8.0280 3.1962 0.6191  0.004
C 6.9589 2.3323 0.8283  -0.008
C 5.7709 2.4837 0.1161  -0.046
C 5.6882 3.5077 -0.8270  0.003
C 6.7561 4.3702 -1.0417  0.008
C 4.5910 1.6037 0.3423  0.038
C 4.0458 0.8552 -0.8000  0.228
C 4.8496 0.4247 -1.9037  -0.033
C 4.2908 -0.7500 -2.3541  0.140
C 3.1816 -1.0090 -1.4970  -0.036
N 2.9821 0.0636 -0.6672  0.047
C 2.6038 -2.2531 -1.1806  0.131
C 1.8216 -2.4966 -0.0295  0.007
C 1.5737 -3.8108 0.5278  -0.059
C 0.9118 -3.6307 1.6898  0.039
C 0.6969 -2.2035 1.8536  -0.078
C 0.0031 -1.6009 2.9030  0.103
C -0.7559 -2.4664 3.8501  0.062
C -0.6452 -2.2838 5.2285  0.038
C -1.3546 -3.0844 6.1154  -0.015
C -2.2018 -4.0769 5.6370  0.030
C -2.3413 -4.2496 4.2667  -0.020
C -1.6296 -3.4467 3.3814  0.039
C -0.1339 -0.1910 3.1092  -0.025
N 0.6469 0.7695 2.5280  -0.033
C 0.1602 1.9996 2.6694  0.123
C 1.2959 2.6551 1.8720  -0.062
C 2.1727 3.5872 2.6912  0.021
C 3.2034 4.3259 2.1030  -0.011
C 4.0296 5.1440 2.8568  0.004
C 3.8354 5.2708 4.2291  -0.002
C 2.7845 4.5877 4.8214  0.003
C 1.9621 3.7662 4.0566  0.005
C 1.7435 1.1158 1.5975  -0.055
C 3.5429 1.0244 3.4140  0.053
C 4.6914 1.5784 2.9991  -0.015
C 4.2151 1.3423 1.6018  0.077
N 3.0475 0.6816 2.1075  0.010
C -0.9974 1.9245 3.4471  -0.047
C -1.1657 0.5516 3.7318  0.168
N 1.2870 -1.5510 0.8037  0.074
C 3.0273 -3.4596 -1.9515  -0.017
C 4.3517 -3.8876 -1.9446  0.021
C 4.7302 -5.0437 -2.6190  -0.001
C 3.7817 -5.7862 -3.3111  0.004
C 2.4576 -5.3616 -3.3263  -0.003
C 2.0837 -4.2068 -2.6536  0.011
H 8.7647 4.8903 -0.4814  0.000
H 8.9445 3.0600 1.1814  0.000
H 7.0402 1.5214 1.5418  0.000
H 4.7683 3.6241 -1.3899  -0.004
H 6.6658 5.1631 -1.7746  0.000
H 5.7596 0.8958 -2.2436  -0.004
H 4.6329 -1.3901 -3.1514  0.009
H 1.9009 -4.7430 0.0960  -0.001
H 0.6199 -4.3942 2.3935  0.002
H 0.0127 -1.5053 5.5971  0.003
H -1.2423 -2.9314 7.1824  -0.001
H -2.7569 -4.7024 6.3262  0.004
H -3.0202 -4.9996 3.8781  -0.001
H -1.7691 -3.5418 2.3121  0.010
H 3.3847 4.2421 1.0397  0.003
H 4.8391 5.6758 2.3695  0.000
H 4.4850 5.9047 4.8216  0.000
H 2.5988 4.6889 5.8851  0.000
H 1.1479 3.2298 4.5305  -0.006
H 3.0446 0.8146 4.3516  -0.005
H 5.5971 1.9319 3.4588  0.001
H -1.6520 2.7307 3.7352  0.006
H -1.9935 0.1095 4.2658  0.003
H 5.0847 -3.3105 -1.3931  -0.002
H 5.7652 -5.3646 -2.5974  0.000
H 4.0720 -6.6881 -3.8378  0.000
H 1.7122 -5.9228 -3.8775  0.000
H 1.0658 -3.8435 -2.6916  0.000
O -2.1379 -2.4494 0.1716  -0.001
P -1.7563 -1.1451 -0.6973  -0.003
O -2.9033 -0.7135 -1.5453  0.001
O -1.0732 -0.1694 0.2287  0.022
O -0.6368 -1.7727 -1.7166  0.001
P -0.0055 -0.8633 -2.9587  0.003
O -1.3289 -0.4522 -3.7393  0.001
O 0.8567 -1.7000 -3.8121  0.001
O 0.5714 0.3407 -2.2126  0.011
H -2.5082 -3.1096 -0.4205  0.000
H -2.0737 -0.3577 -3.1083  0.000
N -1.8078 5.9133 0.2090  0.001
C -1.0625 4.7103 0.0837  -0.009
C 0.1357 4.5533 0.6700  0.008
C 0.9248 3.2732 0.5168  0.041
N 0.2771 2.2318 -0.2849  -0.042
C -0.9173 2.5074 -0.8243  0.015
C -1.6321 3.6713 -0.7273  0.011
H -1.5087 6.4518 1.0109  0.000
H -2.7967 5.7151 0.2787  0.000
H 0.5531 5.3362 1.2989  0.001
H 1.9062 3.4807 0.0537  0.004
H -1.3458 1.7030 -1.4094  -0.001
H -2.5800 3.7887 -1.2339  0.001

Atomic forces in eV per Å
V -0.9 2.0 0.6
C 0.0 0.0 0.0
C -0.1 -0.1 0.0
C 0.1 0.1 0.0
C -0.2 -0.1 0.0
C 0.0 0.1 -0.1
C -0.1 -0.1 0.1
C 0.2 0.1 -0.4
C 0.4 0.3 0.1
C 0.0 0.0 0.1
C 0.0 0.0 0.1
C 0.0 -0.4 -0.1
N 0.5 -0.5 0.0
C 0.0 -0.1 -0.1
C 0.1 -0.1 0.2
C 0.1 0.1 -0.2
C -0.1 0.2 0.2
C 0.1 0.0 -0.1
C -0.3 0.0 0.4
C 0.1 0.2 -0.2
C 0.0 -0.1 0.2
C 0.1 0.1 -0.1
C 0.0 0.0 0.0
C 0.1 0.1 -0.1
C -0.2 -0.1 0.0
C 0.0 0.0 -0.2
N 0.6 -0.5 0.0
C 0.0 0.3 0.2
C -0.1 -0.1 0.2
C 0.0 -0.1 -0.1
C 0.1 0.0 -0.1
C 0.0 -0.1 0.1
C 0.0 0.0 -0.1
C 0.0 0.0 -0.1
C 0.0 0.0 0.1
C 0.2 0.1 0.4
C -0.3 -0.1 0.2
C 0.0 0.1 -0.5
C 0.1 0.0 0.3
N -0.3 0.0 0.0
C 0.1 -0.1 -0.2
C 0.0 0.0 -0.1
N 0.1 -0.7 -0.2
C -0.1 0.1 0.0
C 0.1 -0.1 0.0
C -0.1 0.0 0.0
C 0.0 0.1 0.0
C 0.1 0.0 0.0
C 0.0 0.0 0.0
H 0.0 0.0 0.0
H 0.0 0.0 0.0
H 0.0 0.0 0.0
H 0.0 0.0 0.0
H 0.0 0.0 0.0
H 0.0 0.0 0.0
H 0.0 0.0 0.0
H 0.0 0.0 0.0
H 0.0 0.0 0.0
H 0.0 0.0 0.0
H 0.0 0.0 0.0
H 0.0 0.0 0.0
H 0.0 0.0 0.0
H 0.0 0.0 0.0
H 0.0 0.0 0.0
H 0.0 0.0 0.0
H 0.0 0.0 0.0
H 0.0 0.0 0.0
H 0.0 0.0 0.0
H 0.0 0.0 -0.1
H 0.0 0.0 0.0
H 0.0 0.0 0.0
H 0.0 0.0 0.0
H 0.0 0.0 0.0
H 0.0 0.0 0.0
H 0.0 0.0 0.0
H 0.0 0.0 0.0
H 0.0 0.0 0.0
O 0.1 0.0 0.1
P 0.4 0.4 -0.3
O -0.1 0.1 0.2
O -0.1 -0.7 -0.4
O -0.1 -0.1 0.1
P 0.0 0.1 0.4
O 0.1 0.1 -0.3
O -0.1 0.1 0.1
O -0.1 -0.8 -0.5
H -0.1 -0.1 -0.1
H -0.2 0.0 0.2
N 0.1 0.0 0.0
C -0.2 0.1 -0.1
C 0.1 -0.1 0.1
C -0.1 -0.1 -0.1
N -0.2 0.2 0.2
C 0.2 -0.3 -0.1
C 0.2 0.1 0.2
H 0.0 0.0 0.0
H 0.0 0.0 0.0
H 0.0 0.0 0.0
H 0.0 0.0 -0.1
H 0.0 0.0 0.0
H 0.0 0.0 0.0

Record 2
A cluster of 8 separate species, C49H38B2F5IN3O19 in total, computed with ωB97M-V/def2-TZVPD.

charge	+1
DFT total energy	-4330.2156	a.u.
multiplicity	1
gap between HOMO and LUMO	7.31	eV

Each line ends with the Löwdin charge.
Cartesian coordinates (Å):
O 3.8442 -1.2563 -2.2741  0.038
C 3.2250 -0.2962 -2.1970  -0.838
I 2.9792 0.5953 -0.2446  1.046
C 2.5785 0.3444 -3.4608  -0.105
N 1.6263 -0.6042 -4.0643  0.176
C 0.3370 -0.5454 -3.9244  -0.226
N -0.6195 -1.3349 -4.4655  0.181
B -0.3501 -1.9407 -5.8239  -0.650
O 0.3317 -3.1048 -5.9510  0.210
O -0.8168 -1.3157 -6.9631  0.192
C -1.9436 -0.6723 -4.3010  0.029
C -1.6954 0.6081 -3.4314  -0.110
B -2.7823 0.3981 -2.2505  -0.604
O -2.4411 -0.2302 -1.0734  0.189
O -4.0821 0.7747 -2.3686  0.202
C -1.8736 1.9758 -4.1327  -0.415
F -2.8324 1.8564 -5.0623  0.141
F -2.3051 2.8566 -3.2147  0.154
C -0.6150 2.5565 -4.8061  -0.301
F 0.2706 3.0086 -3.9182  0.124
F -1.0230 3.6374 -5.4991  0.114
N -0.3013 0.3691 -3.1433  0.042
F 0.1660 0.5826 -1.8775  0.049
H 2.1284 1.3187 -3.2567  0.106
H 3.3851 0.4917 -4.1895  0.144
H 2.0369 -1.3324 -4.6382  0.167
H 1.1785 -3.0987 -5.4580  0.076
H -0.1795 -0.6777 -7.3139  0.127
H -2.5934 -0.5782 -5.1733  0.159
H -2.4603 -1.3856 -3.6341  0.148
H -3.0162 -1.0062 -0.9769  0.132
H -4.2177 1.3450 -3.1485  0.106
H -0.1787 1.8702 -5.5439  0.174
C 3.6596 -6.1329 -3.9433  0.025
C 4.0839 -7.3449 -4.2927  0.042
C 3.4650 -8.0796 -5.4248  -0.374
O 3.8470 -9.1817 -5.7432  0.138
C 2.3573 -7.4079 -6.1507  0.041
C 1.9362 -6.1958 -5.7984  0.025
C 2.5571 -5.4691 -4.6696  -0.354
O 2.1720 -4.3545 -4.3460  0.055
H 4.0970 -5.5813 -3.1207  0.123
H 4.8904 -7.8476 -3.7745  0.131
H 1.9178 -7.9570 -6.9736  0.130
H 1.1296 -5.6900 -6.3146  0.116
C 7.3434 -2.2820 -1.4202  0.020
C 7.2764 -1.0207 -1.0046  0.020
C 8.4885 -0.2891 -0.5631  -0.384
O 8.4246 0.8605 -0.1833  0.111
C 9.7791 -1.0189 -0.6044  0.024
C 9.8466 -2.2818 -1.0203  0.023
C 8.6336 -3.0123 -1.4618  -0.386
O 8.6917 -4.1620 -1.8435  0.106
H 6.4682 -2.8308 -1.7451  0.113
H 6.3428 -0.4753 -0.9694  0.095
H 10.6531 -0.4691 -0.2792  0.124
H 10.7791 -2.8304 -1.0567  0.124
C -5.0459 5.5882 -5.7262  0.009
C -4.6836 4.3599 -6.0818  -0.001
C -5.3569 3.6537 -7.1950  -0.375
O -5.0246 2.5299 -7.5183  0.095
C -6.4503 4.3659 -7.8988  0.023
C -6.8137 5.5951 -7.5423  0.026
C -6.1376 6.3029 -6.4269  -0.387
O -6.4674 7.4239 -6.1003  0.107
H -4.5664 6.1201 -4.9143  0.126
H -3.8918 3.8244 -5.5837  0.085
H -6.9296 3.8323 -8.7098  0.123
H -7.6099 6.1320 -8.0422  0.125
C 0.3614 0.5187 3.5961  0.025
C -0.5196 0.8941 4.5192  0.035
C -0.2425 2.0341 5.4270  -0.377
O -1.0434 2.3746 6.2702  0.102
C 1.0528 2.7388 5.2652  0.034
C 1.9327 2.3617 4.3411  0.029
C 1.6531 1.2237 3.4359  -0.378
O 2.4577 0.8801 2.5893  -0.087
H 0.1788 -0.3111 2.9249  0.122
H -1.4691 0.3918 4.6524  0.128
H 1.2373 3.5681 5.9364  0.128
H 2.8834 2.8624 4.2078  0.126
C 0.2084 1.4346 8.9532  0.016
C 0.7814 2.3241 9.7601  0.034
C 2.0600 2.0232 10.4504  -0.382
O 2.5821 2.8316 11.1870  0.116
C 2.6730 0.6956 10.2033  0.036
C 2.0990 -0.1927 9.3951  0.011
C 0.8240 0.1102 8.7087  -0.383
O 0.2930 -0.6981 7.9632  0.062
H -0.7232 1.6342 8.4418  0.104
H 0.3475 3.2979 9.9499  0.126
H 3.6055 0.4934 10.7144  0.128
H 2.5315 -1.1652 9.2050  0.115
C -5.9912 3.5639 0.0081  0.040
C -5.4145 3.2423 -1.1470  0.028
C -5.7343 3.9701 -2.3938  -0.345
O -5.2047 3.6709 -3.4512  0.079
C -6.7192 5.0729 -2.3140  0.033
C -7.2978 5.3980 -1.1604  0.038
C -6.9787 4.6691 0.0933  -0.378
O -7.5023 4.9641 1.1440  0.126
H -5.7715 3.0420 0.9309  0.126
H -4.6926 2.4422 -1.2311  0.097
H -6.9387 5.5935 -3.2383  0.119
H -8.0203 6.2002 -1.0810  0.129
C -0.4149 -2.7728 9.9494  0.032
C -1.5815 -3.4021 9.8231  0.032
C -1.8513 -4.6797 10.5253  -0.387
O -2.9139 -5.2523 10.4069  0.108
C -0.7708 -5.2319 11.3783  0.023
C 0.3958 -4.6057 11.5067  0.021
C 0.6647 -3.3279 10.8034  -0.363
O 1.7312 -2.7581 10.9239  0.095
H -0.2089 -1.8354 9.4356  0.078
H -2.3824 -3.0145 9.2059  0.124
H -0.9860 -6.1648 11.8839  0.123
H 1.1964 -4.9937 12.1238  0.122

Atomic forces in eV per Å
O 2.2 -3.7 -0.7
C -2.1 3.6 0.7
I 0.0 0.0 -0.6
C 0.2 0.2 0.2
N 1.1 0.1 -0.1
C -2.5 -0.5 1.3
N 1.0 1.0 -2.2
B 0.1 -0.8 -1.3
O 0.7 1.3 0.1
O 0.0 0.3 0.9
C -0.8 -0.9 1.8
C -0.2 -0.6 -0.5
B -0.3 0.4 1.4
O 0.3 -0.8 -1.1
O 0.8 0.1 -1.3
C 0.6 -0.7 0.4
F -0.3 -0.1 -0.4
F 0.0 0.5 0.3
C -0.8 0.5 -0.9
F 0.5 -0.4 0.6
F -0.2 0.2 -0.3
N 0.6 1.0 0.3
F 0.3 0.2 -0.2
H -0.2 -0.3 0.0
H -0.1 -0.1 0.2
H -0.1 -0.1 0.3
H -0.6 -1.4 0.4
H -0.3 -0.2 -0.3
H 0.7 0.3 -0.3
H -0.2 0.2 -0.4
H 0.0 0.4 0.6
H -0.5 -0.1 0.2
H 0.2 -0.1 0.3
C 0.0 0.0 0.1
C 0.0 0.1 0.1
C 0.1 -0.2 0.0
O 0.0 0.1 0.0
C -0.1 0.1 0.0
C 0.0 0.0 -0.1
C 0.0 -0.2 -0.1
O 0.2 0.4 0.0
H 0.0 0.0 0.0
H 0.0 0.0 0.0
H 0.0 0.0 0.0
H 0.0 0.0 0.0
C -0.1 0.1 0.0
C -0.1 -0.1 -0.1
C 0.0 0.1 0.1
O 0.0 -0.1 0.0
C 0.1 -0.1 0.0
C 0.0 0.1 0.0
C 0.1 -0.1 0.0
O 0.0 0.1 0.0
H 0.0 0.0 0.0
H 0.0 0.1 0.1
H 0.0 0.0 0.0
H 0.0 0.0 0.0
C 0.1 0.0 -0.1
C 0.0 0.2 -0.2
C 0.0 -0.1 0.0
O 0.0 0.0 0.0
C -0.1 0.0 0.0
C 0.0 -0.1 -0.1
C 0.0 0.1 0.0
O 0.0 -0.1 0.0
H 0.0 0.0 0.0
H 0.0 0.0 0.0
H 0.0 0.0 0.0
H 0.0 0.0 0.0
C -0.1 0.0 0.0
C 0.0 -0.1 -0.1
C -0.1 0.0 0.1
O 0.0 0.0 -0.1
C 0.1 0.0 0.0
C 0.0 0.1 0.1
C 0.0 0.0 0.0
O -0.1 0.1 0.1
H 0.0 0.0 0.0
H 0.0 0.0 0.1
H 0.0 0.0 0.0
H 0.0 0.0 0.0
C -0.1 0.1 0.1
C -0.1 0.0 -0.1
C 0.1 0.1 0.1
O 0.0 0.0 -0.1
C 0.0 -0.1 -0.1
C 0.1 0.0 -0.1
C 0.1 0.2 -0.2
O 0.2 0.4 -0.2
H 0.0 0.0 0.0
H 0.0 0.0 0.0
H 0.0 0.0 0.0
H 0.0 0.0 0.0
C 0.1 0.0 -0.1
C 0.0 0.1 0.2
C 0.0 0.0 0.0
O -0.1 -0.3 0.4
C 0.0 0.1 -0.1
C 0.0 0.0 -0.1
C -0.1 0.0 0.1
O 0.0 0.0 -0.1
H 0.0 0.0 0.0
H -0.1 0.1 0.1
H 0.0 0.0 0.0
H 0.0 0.0 0.0
C -0.1 0.1 0.1
C 0.1 0.1 0.0
C -0.1 -0.1 -0.1
O 0.1 0.0 0.0
C 0.1 0.0 0.1
C 0.0 -0.1 0.0
C 0.0 0.0 0.0
O -0.1 -0.1 0.0
H -0.1 -0.7 0.3
H 0.0 0.0 0.0
H 0.0 0.0 0.0
H 0.0 0.0 0.0

Among the records above, which one has the lowest multiplicity?
C49H38B2F5IN3O19

Which of these has the highest multiplicity?
C49H36N6O7P2V

Which value of multiplicity does entry 1 give?
4

Which of these has the highest charge?
C49H38B2F5IN3O19